[1]
Formula: C39H70BrF9IN2O10S5
Source: the Open Molecules 2025 dataset
Level of theory: ωB97M-V/def2-TZVPD

The geometry in XYZ format:
```
137
Properties=species:S:1:pos:R:3:lowdin_charge:R:1
I 1.52 -4.05 1.68 1.291
Br 3.59 0.29 0.24 0.851
S 6.68 3.22 1.24 0.789
S 0.52 4.07 2.60 0.846
S -3.45 8.86 4.23 0.820
S -4.58 -10.05 -3.74 0.828
S 1.02 8.83 4.02 0.817
F -7.48 1.37 -2.95 0.044
F 5.32 -6.46 2.00 -0.092
F -5.57 3.03 -0.21 0.012
F -5.39 0.25 -0.96 0.067
F -5.86 2.95 -3.44 0.080
F -3.51 1.28 -4.01 0.044
F -5.55 -0.25 -3.22 0.066
F -3.34 2.52 -2.00 0.062
F -7.67 1.91 -0.33 0.022
O 2.97 -5.64 -2.45 0.152
O 1.73 7.53 4.21 -0.568
O -2.03 -2.68 1.92 -0.181
O 0.68 2.77 1.87 -0.596
O -4.16 -8.64 -3.50 -0.568
O -1.30 0.20 -2.20 -0.157
O 4.24 -0.60 4.37 -0.201
O 7.39 1.92 1.44 -0.565
O -2.61 8.32 3.12 -0.568
O 2.00 -1.65 -4.51 0.042
N 1.99 -2.76 -0.95 -0.218
N 1.66 -4.10 -0.89 -0.070
C -5.19 0.79 -2.28 -0.189
C -3.11 -11.09 -3.63 -0.270
C -1.62 -4.81 -4.44 -0.220
C 4.19 -3.00 0.47 -0.202
C 2.27 10.11 3.80 -0.263
C 3.41 -1.45 3.41 -0.186
C 6.09 3.27 -0.46 -0.270
C -4.74 9.89 3.49 -0.267
C -2.54 -6.11 -4.68 -0.260
C 2.39 -4.94 -1.57 -0.118
C 5.04 -1.12 3.07 -0.024
C -1.13 -3.15 -2.50 -0.180
C 2.11 -2.53 -3.60 -0.145
C 2.13 4.49 3.31 -0.253
C -6.25 1.99 -2.46 -0.197
C 0.67 -0.78 0.33 -0.270
C -4.81 -10.26 -5.52 -0.267
C -0.73 -2.88 -0.93 -0.115
C -0.70 1.08 -1.21 -0.179
C -2.56 -1.59 2.97 0.005
C -4.08 -5.66 -4.45 -0.134
C 4.70 -4.07 1.55 -0.244
C 0.64 -2.04 -0.74 -0.164
C 7.93 4.51 1.04 -0.266
C 2.69 -2.17 -2.13 -0.053
C -6.69 2.68 -1.04 -0.139
C -2.72 0.03 -2.02 -0.100
C 2.28 -0.56 2.44 -0.191
C 0.41 8.87 2.32 -0.264
C -0.54 -0.45 1.27 -0.070
C -0.96 -1.70 2.39 -0.259
C 2.20 -1.05 0.95 -0.505
C 4.67 -5.61 1.01 -0.180
C -0.28 3.70 4.18 -0.254
C 0.69 0.60 -0.58 -0.161
C -3.64 1.23 -2.56 -0.219
C 2.64 -2.56 0.45 -0.491
C -2.53 10.23 4.99 -0.273
C -1.01 -4.72 -2.92 -0.184
H -4.74 -6.60 -4.48 0.054
H -2.93 -0.23 -0.92 0.134
H -0.44 2.07 -1.79 0.156
H -0.61 -2.43 -3.23 0.110
H 3.62 -5.97 0.71 0.070
H 0.59 -1.39 -1.71 0.125
H -7.21 3.68 -1.32 0.187
H 3.12 -2.58 3.74 0.111
H -0.71 -4.92 -5.16 0.108
H -4.14 -5.06 -3.48 0.075
H 2.52 3.65 3.88 0.059
H 2.69 -1.00 -2.14 0.125
H 1.23 8.66 1.63 0.059
H 5.33 -0.04 2.82 0.104
H 2.74 0.50 2.61 0.100
H 5.85 -3.88 1.64 0.138
H 8.46 4.63 1.98 0.053
H -1.65 9.82 5.48 0.030
H -5.29 10.40 4.28 0.055
H 3.82 -2.43 -2.22 0.164
H -0.83 -3.80 -0.27 0.091
H 1.40 0.56 -1.47 0.094
H 4.95 -2.12 0.53 0.101
H 7.45 5.45 0.77 0.054
H 5.32 2.50 -0.58 -0.010
H -2.26 -2.92 -2.61 0.109
H -3.36 -12.12 -3.92 0.054
H -0.12 -2.08 3.18 0.097
H -0.01 9.86 2.10 0.057
H 2.97 9.82 3.02 0.058
H 5.66 4.25 -0.68 0.057
H -4.29 10.63 2.82 0.059
H -2.22 10.94 4.22 0.058
H -1.58 -2.16 -0.57 0.109
H 5.30 -5.63 0.03 0.132
H -2.32 -1.84 4.06 0.112
H -0.36 0.49 1.91 0.124
H -3.92 -9.92 -6.06 0.058
H 0.26 2.91 4.70 0.057
H 1.78 -3.60 -3.90 0.142
H 6.91 3.05 -1.15 0.063
H -0.31 4.60 4.79 0.060
H -5.42 9.25 2.93 0.051
H 0.97 1.43 0.20 0.089
H -2.22 -7.04 -4.10 0.095
H -2.44 -6.38 -5.81 0.109
H 1.39 -0.61 3.14 0.101
H -1.69 -5.34 -2.23 0.123
H 4.33 -3.95 2.62 0.066
H -3.16 10.72 5.73 0.055
H -2.13 -3.81 -4.68 0.105
H 2.81 10.23 4.75 0.051
H 1.79 11.06 3.54 0.054
H 0.07 -5.10 -3.01 0.078
H -3.02 -0.91 -2.64 0.151
H -2.33 -10.70 -4.28 0.057
H -2.80 -0.57 2.52 0.106
H -4.39 -4.95 -5.31 0.081
H -5.67 -9.65 -5.83 0.052
H 4.50 -3.52 -0.53 0.117
H 5.73 -1.88 3.62 0.122
H -2.76 -11.09 -2.60 0.049
H -1.59 -0.45 0.76 0.106
H 2.81 4.72 2.49 0.052
H -5.01 -11.31 -5.75 0.054
H 2.02 5.37 3.95 0.019
H -1.30 3.37 3.98 0.050
H -1.51 1.40 -0.47 0.132
H 8.64 4.22 0.26 0.060
H -0.36 8.11 2.21 0.030
```

- HOMO (eV) = -10.46
- HOMO-LUMO gap (eV) = 6.47
- strongest force on any atom (eV Å⁻¹) = 8.44
- LUMO energy (eV) = -3.9898
- total charge = +1
- total energy (a.u.) = -8150.2591


[2]
Formula: C39H73FN9O15PS
Source: the Open Molecules 2025 dataset
Level of theory: ωB97M-V/def2-TZVPD

The geometry in XYZ format:
```
139
Properties=species:S:1:pos:R:3:lowdin_charge:R:1
S -0.55 0.95 -1.67 0.661
P -3.93 -0.18 -1.41 0.825
F -3.67 2.59 -0.60 0.091
O -1.80 1.93 -1.55 -0.128
O -0.75 -2.60 6.15 0.138
O -0.39 0.68 -3.07 -0.250
O 5.63 3.03 -3.14 -0.002
O 0.30 -1.22 -0.53 -0.105
O 0.88 -2.31 -2.33 0.155
O 0.59 1.55 -1.04 -0.251
O 6.15 0.14 3.39 0.004
O 0.51 -1.84 4.47 -0.038
O -9.22 1.56 -6.39 0.003
O -5.41 -2.57 -5.06 -0.011
O 5.30 -2.16 -1.22 -0.013
O 3.49 1.94 8.10 0.006
O -0.85 -3.61 0.59 -0.128
O -5.18 0.51 -1.76 -0.382
N 1.19 -1.39 -1.72 0.102
N -6.17 -0.64 -5.99 -0.185
N 4.17 0.58 4.41 -0.201
N 7.58 3.59 -2.15 -0.194
N 4.35 -0.31 -2.11 -0.178
N -1.90 2.65 0.72 0.164
N 5.75 2.12 8.19 -0.189
N -9.97 3.51 -7.28 -0.198
N -6.30 0.62 1.83 0.111
C -10.22 4.08 -5.97 -0.037
C -2.12 -3.18 0.17 -0.391
C 4.00 -4.14 0.14 -0.096
C 0.93 -4.04 5.36 0.029
C 5.20 -0.21 4.06 -0.375
C 3.18 -3.84 1.21 -0.054
C 5.94 1.28 7.02 -0.024
C -5.33 0.10 1.23 -0.254
C -3.16 -4.23 0.59 -0.017
C -0.90 0.01 1.55 -0.112
C 4.95 -1.50 -2.19 -0.345
C 1.24 -4.49 -0.09 -0.210
C -0.26 -4.61 -0.22 -0.147
C 6.91 2.67 8.86 -0.057
C -3.00 0.48 0.09 -0.335
C -3.91 0.64 1.32 -0.123
C 4.11 0.26 -0.80 -0.038
C 8.54 4.62 -1.79 -0.057
C -10.26 4.29 -8.47 -0.058
C -5.67 -1.89 -6.04 -0.368
C 2.08 -4.82 -1.16 -0.056
C -0.93 -0.67 -0.83 -0.333
C -2.54 1.90 -0.31 -0.599
C -6.43 -0.05 -4.69 -0.033
C -2.50 -1.87 0.86 -0.080
C 4.17 1.96 3.94 -0.044
C 0.14 -2.77 5.39 -0.561
C -0.62 -1.41 3.67 -0.144
C 7.84 2.21 -1.76 -0.026
C -6.45 0.12 -7.19 -0.057
C 1.80 -4.01 1.09 -0.036
C -9.48 2.26 -7.35 -0.351
C -1.82 -0.53 0.43 -0.303
C 3.07 0.11 5.23 -0.044
C 6.46 3.87 -2.82 -0.336
C 3.93 0.44 -3.29 -0.043
C -0.07 -1.01 2.32 -0.135
C 3.45 -4.64 -1.04 -0.078
C 4.50 2.37 8.62 -0.347
H 3.01 0.71 6.14 0.066
H -0.57 -5.60 0.10 0.133
H 7.04 1.84 -1.13 0.085
H -5.51 -2.25 -7.07 0.128
H -2.05 3.64 0.53 0.116
H 7.48 3.30 8.17 0.090
H -10.62 5.09 -6.08 0.085
H 6.60 3.28 9.71 0.082
H 5.11 -1.24 4.46 0.134
H -6.82 0.96 -4.81 0.086
H -4.19 -1.55 -1.23 0.050
H -7.15 -0.66 -4.15 0.099
H 7.89 1.58 -2.65 0.096
H -5.85 1.04 -7.19 0.092
H -2.22 -3.13 -0.92 0.139
H -7.51 0.39 -7.21 0.055
H 4.18 1.98 2.85 0.089
H -3.03 -0.14 -2.49 0.045
H 5.06 2.49 4.29 0.081
H 8.65 4.66 -0.70 0.090
H -6.20 -0.45 -8.08 0.081
H -0.19 0.69 1.09 0.094
H -3.57 -1.81 0.75 0.075
H -11.32 4.55 -8.49 0.089
H -0.89 2.53 0.65 0.082
H 4.47 3.02 9.51 0.133
H -3.46 0.14 2.18 0.121
H 3.62 1.23 -0.91 0.087
H 7.55 1.87 9.22 0.090
H 5.05 0.39 -0.27 0.083
H -9.32 1.91 -8.39 0.136
H -5.57 -0.77 0.62 0.092
H 1.76 -3.99 4.67 0.074
H 4.45 1.40 -3.30 0.049
H -4.00 1.68 1.61 0.115
H 8.20 5.59 -2.14 0.082
H 3.28 2.46 4.31 0.093
H 5.08 -1.86 -3.22 0.134
H 5.06 -3.97 0.23 0.093
H -1.31 -2.25 3.60 0.120
H -1.39 -1.26 -1.62 0.112
H -10.94 3.47 -5.42 0.094
H -9.30 4.12 -5.40 0.094
H 4.18 -0.12 -4.19 0.086
H -3.11 -4.38 1.66 0.093
H 7.00 1.19 6.81 0.097
H 2.13 0.22 4.67 0.075
H 5.52 0.29 7.20 0.100
H 1.18 -3.73 1.93 0.094
H 3.21 -0.93 5.49 0.086
H -4.17 -3.88 0.37 0.082
H 5.44 1.71 6.16 0.059
H 8.79 2.15 -1.23 0.088
H 9.51 4.40 -2.23 0.090
H 6.34 4.94 -3.07 0.135
H 4.12 -4.84 -1.87 0.106
H 1.31 -4.22 6.36 0.090
H -1.12 -0.58 4.17 0.132
H 3.47 -0.40 -0.21 0.080
H -3.02 -5.17 0.05 0.082
H -0.55 -4.47 -1.26 0.125
H -5.51 -0.01 -4.11 0.056
H -1.43 0.63 2.26 0.115
H -6.01 1.44 2.36 0.053
H -2.36 -2.07 1.91 0.118
H 1.65 -5.17 -2.09 0.111
H 0.19 -1.90 1.75 0.083
H -9.67 5.21 -8.46 0.089
H 2.85 0.60 -3.26 0.078
H -10.02 3.72 -9.36 0.082
H 0.88 -0.53 2.56 0.124
H 0.24 -4.85 5.13 0.095
H 3.57 -3.43 2.13 0.097
```

- HOMO (eV) = -8.49
- HOMO-LUMO gap (eV) = 7.78
- strongest force on any atom (eV Å⁻¹) = 1.67
- LUMO energy (eV) = -0.7097
- total charge = 0
- total energy (a.u.) = -3990.5174


[3]
Formula: C39H76Br2F4IN2O10P4S
Source: the Open Molecules 2025 dataset
Level of theory: ωB97M-V/def2-TZVPD

The geometry in XYZ format:
```
139
Properties=species:S:1:pos:R:3:mulliken_spin:R:1
I -1.75 3.51 -3.04 0.000
Br 0.85 1.08 -9.40 0.000
Br 0.25 5.90 -4.16 0.000
S -0.76 -1.81 -4.47 0.000
P 2.05 -0.26 -4.66 0.000
P 2.70 -0.79 -2.68 0.000
P 0.80 3.63 -3.63 0.000
P -0.84 0.06 -3.97 0.000
F 5.10 4.74 -4.86 0.000
F 1.89 1.90 -6.32 0.000
F 6.30 1.60 -4.05 0.000
F 7.34 3.49 -3.78 0.000
O 0.45 3.27 -5.33 0.000
O -3.13 -4.04 -8.25 0.551
O 0.47 -2.11 6.39 0.000
O -0.28 0.12 10.29 0.547
O 3.91 -1.62 -2.88 0.000
O 1.54 -1.59 -1.94 0.000
O 1.10 1.92 -3.43 -0.001
O 2.99 0.46 -1.74 0.000
O -2.16 0.71 -4.58 0.000
O -0.93 0.22 -2.39 0.000
N 0.24 0.30 11.46 0.401
N -2.98 -5.13 -8.92 0.371
C 2.43 0.85 12.56 0.018
C -2.02 -7.45 -8.72 0.018
C -0.36 1.60 -6.86 0.000
C 1.19 2.60 11.21 0.027
C 0.87 5.14 -1.10 0.000
C -1.92 -0.20 4.82 0.000
C -1.24 -0.40 6.18 0.000
C 2.29 0.67 10.12 -0.025
C 2.57 4.11 -4.08 0.000
C -1.07 2.28 12.23 0.021
C 1.11 3.80 -1.78 0.000
C -2.10 -5.96 -6.78 -0.013
C -3.23 -6.05 -11.25 0.013
C 0.12 0.40 -7.71 0.000
C 1.51 1.11 11.35 0.001
C -0.32 -5.26 -10.14 -0.023
C -1.03 -0.59 -8.04 -0.002
C -0.80 0.79 12.42 0.023
C -2.84 -4.82 -10.38 0.017
C -2.08 -0.01 12.22 -0.004
C -1.41 -4.35 -10.70 0.023
C -0.80 1.98 4.07 0.000
C 6.17 2.91 -4.01 0.000
C -0.39 0.54 13.88 0.015
C 0.20 3.12 12.25 -0.021
C -1.91 -5.97 -8.29 0.026
C 5.02 3.57 -4.18 0.000
C -0.93 -1.87 6.48 -0.001
C 0.69 1.06 -4.48 0.001
C -3.80 -3.71 -10.78 -0.015
C -0.84 2.57 2.66 0.000
C 0.56 1.98 -5.72 -0.001
C -0.52 -5.45 -8.64 0.021
C 1.00 -2.78 7.52 0.002
C 0.05 3.80 2.48 0.000
C 3.67 3.14 -3.65 0.000
C 1.10 4.97 0.42 0.000
C -2.12 1.27 4.48 0.000
C -0.18 4.48 1.11 0.000
H -4.83 -3.96 -10.51 -0.002
H 0.60 -3.80 7.55 0.000
H -3.75 -3.57 -11.86 0.001
H 1.38 5.92 0.87 0.000
H 1.97 0.23 13.33 -0.014
H -3.55 -2.76 -10.31 0.004
H 0.66 3.12 13.24 -0.001
H -1.23 -0.57 -9.11 0.002
H -2.80 0.27 12.99 0.001
H 2.13 3.16 11.26 0.002
H -1.31 -4.26 -11.79 0.004
H 2.62 4.18 -5.17 0.000
H -1.92 -4.98 -6.34 0.003
H -0.04 4.16 12.02 0.001
H -3.04 -7.81 -8.60 -0.011
H -2.88 -0.72 4.88 0.000
H 2.76 1.78 13.03 0.000
H -0.38 2.47 -7.51 0.000
H 1.78 0.91 9.19 0.005
H -1.39 -6.66 -6.33 0.000
H -1.88 2.81 2.40 0.000
H -0.74 3.81 0.45 0.000
H 0.01 1.25 4.18 0.000
H -1.75 2.62 13.02 0.000
H 2.81 5.10 -3.69 0.000
H -1.27 -3.35 -10.30 0.007
H -1.90 -1.08 12.30 -0.001
H -1.89 0.03 6.95 0.001
H -0.35 -4.50 -8.14 0.006
H 1.91 4.26 0.59 0.000
H -1.33 -0.71 4.06 0.000
H -1.42 -2.52 5.75 0.000
H -1.59 2.44 11.28 0.006
H 0.90 -0.15 -7.19 0.000
H 3.33 0.30 12.26 0.001
H 3.18 0.39 -5.17 0.000
H 1.39 -2.42 -2.42 0.000
H -1.71 -7.63 -9.74 0.001
H 2.48 -0.41 10.14 0.000
H -0.25 4.51 3.25 0.000
H 0.23 -6.15 -8.25 0.002
H -1.38 -8.05 -8.08 0.001
H 0.74 -2.24 8.44 -0.002
H -1.38 1.44 -6.53 0.000
H -0.15 0.67 -2.03 0.000
H 3.81 3.11 -2.57 0.000
H 1.56 5.90 -1.45 0.000
H 0.78 2.79 10.21 0.004
H -0.81 5.35 1.28 0.000
H -0.29 0.14 6.19 0.000
H -1.24 0.71 14.53 0.001
H 0.44 3.08 -1.31 0.000
H 2.12 3.48 -1.53 0.000
H -1.27 -2.12 7.48 0.001
H -2.45 -6.29 -11.98 0.000
H 1.10 3.56 2.66 0.000
H -0.70 -1.59 -7.78 0.003
H -3.11 -6.28 -6.50 0.000
H -2.91 0.53 -3.99 0.000
H -0.62 2.79 4.78 0.000
H -0.50 1.81 1.95 0.000
H -2.54 1.76 5.36 0.000
H -3.42 -6.94 -10.66 -0.009
H -0.17 5.47 -1.21 0.000
H -4.15 -5.86 -11.79 0.000
H -2.54 0.19 11.25 0.001
H 3.63 0.16 -1.07 0.000
H 3.25 1.18 10.11 0.000
H 0.40 1.21 14.23 0.001
H -0.05 -0.49 14.03 -0.011
H -0.32 -6.22 -10.66 0.000
H 2.08 -2.78 7.42 0.000
H -1.92 -0.32 -7.48 0.000
H 3.50 2.13 -4.03 0.000
H -2.86 1.36 3.69 0.000
H 0.65 -4.81 -10.33 0.002
```

- HOMO (alpha / beta) (eV) = -5.34 / -5.34
- HOMO-LUMO gap (alpha / beta) (eV) = 6.96 / 6.52
- strongest force on any atom (eV Å⁻¹) = 2.23
- expectation value of S² = 2.01
- LUMO energy (alpha / beta) (eV) = 1.6214 / 1.1727
- spin multiplicity = 3
- total charge = -1
- total energy (a.u.) = -10002.4243


> Among the records above, which one has the highest total energy?

C39H73FN9O15PS